ORCA calculation (the ωB97M-V functional and the def2-TZVPD basis) on a single C5H8N2O molecule in a non-equilibrium geometry.

XYZ file:
```
16
Properties=species:S:1:pos:R:3:forces:R:3
H 1.373205 -1.075735 -1.820215 0.0 0.2 0.0
H 1.655129 -1.413649 -0.059247 0.0 -0.2 0.1
N -0.148585 1.021862 -1.434082 -0.4 1.4 -1.7
H -0.912258 0.977998 -2.092338 -0.1 -0.4 0.4
C 0.062311 0.055670 -0.454857 -0.9 -2.8 1.1
H -0.690113 -2.247611 0.087929 -0.2 0.5 0.5
C 0.960713 -1.079394 -0.817883 0.6 -0.3 0.1
C -0.113378 0.453834 0.970780 0.2 -0.1 -0.8
C -0.869463 -0.379486 1.658193 0.5 0.9 1.2
H 1.071759 2.292288 1.008093 -0.4 -0.7 0.0
H -1.071852 -1.598017 -1.553205 0.1 -0.1 -0.2
C -0.471341 -1.501024 -0.660819 0.7 1.8 -0.9
H -0.006540 1.988244 -1.178003 0.0 -0.3 0.3
N 0.479952 1.630508 1.495795 -0.2 0.0 0.9
H 0.136281 1.904402 2.405970 0.3 0.2 -0.4
O -1.455821 -1.029892 2.443889 -0.1 -0.1 -0.6
```
Positions in Å, forces in eV/Å.

Properties
Net charge = 0
2S+1 = 1
Orbital gap = 8.150 eV
Structure (SMILES) = NC(=C=O)C1(N)CC1
LUMO energy = 0.85 eV
Relative energy (zero: lowest compared OMol25 entry of this formula, charge and spin) = 333.9 kJ/mol